Record 1
The molecule C4H3F2NS at a distorted geometry. Source: the Open Molecules 2025 dataset; level of theory: ωB97M-V/def2-TZVPD.

Last column: Löwdin charge in e.
Element x y z (Å)
N 1.64 2.56 0.27  0.132
C 0.59 1.89 0.23  -0.038
C -0.31 0.61 0.28  -0.536
F -1.52 0.74 0.69  0.100
C -0.04 -0.18 -0.89  -0.493
S -1.48 -1.21 -1.23  0.789
C 0.52 -0.67 0.43  -0.217
F 0.02 -1.58 1.33  0.011
H 0.47 0.22 -1.77  0.128
H -1.42 -1.96 0.04  -0.017
H 1.53 -0.42 0.62  0.140

The HOMO energy is -9.7 eV. As for the SMILES: N#C[C@@]1(F)[C@H](S)[C@@H]1F. As for the relative energy (zero: lowest compared OMol25 entry of this formula, charge and spin): 1.679 eV. The frontier orbital gap comes out at 9.70 eV.

=====

Record 2
The ion C7H11FN3 with charge +1 at a distorted geometry. Source: the Open Molecules 2025 dataset; level of theory: ωB97M-V/def2-TZVPD.

Last column: Löwdin charge in e.
Element x y z (Å)
C -0.15 -2.00 1.88  0.033
N 0.27 -1.50 0.52  0.044
N 0.00 -0.16 0.13  -0.083
F 0.95 0.82 0.96  -0.023
C 0.44 0.17 -1.27  -0.274
C 1.80 0.44 -1.65  -0.043
C -0.52 1.32 -1.58  0.022
C -1.37 1.47 -0.61  -0.034
C -1.33 0.39 0.44  -0.178
C -1.41 1.04 1.79  -0.148
N -1.51 1.51 2.82  0.229
H 0.13 -3.00 1.94  0.087
H 0.43 -1.47 2.55  0.076
H -1.22 -1.92 1.82  0.092
H 1.27 -1.73 0.14  0.206
H 0.21 -0.87 -1.61  0.176
H 2.43 1.27 -1.23  0.135
H 1.85 0.84 -2.67  0.117
H 2.37 -0.43 -1.60  0.067
H -0.33 2.08 -2.35  0.149
H -2.27 2.14 -0.61  0.164
H -2.06 -0.40 0.20  0.186

The HOMO energy is -15.0 eV. As for the SMILES: CN[N@@+]1(F)[C@H](C)C=C[C@@H]1C#N. As for the relative energy (zero: lowest compared OMol25 entry of this formula, charge and spin): 0.000 eV. As for the net charge: +1. The frontier orbital gap comes out at 10.01 eV.

=====

Record 3
A structure of composition C6H14NO at a distorted geometry. Source: the Open Molecules 2025 dataset; level of theory: ωB97M-V/def2-TZVPD.

Last column: Löwdin charge in e.
Element x y z (Å)
C -1.34 -0.22 0.34  -0.192
C -1.78 0.99 -0.42  -0.302
C -2.61 0.73 -1.70  -0.561
O -3.94 0.73 -1.51  -0.382
C -0.32 0.51 -0.58  -0.216
N 1.59 -0.55 1.16  0.098
C 2.91 -0.38 1.16  -0.334
C 3.94 -0.73 0.11  -0.101
H -1.88 -1.09 -0.02  0.098
H -0.89 -0.09 1.31  0.057
H -4.10 0.09 1.35  0.017
H -1.88 1.98 0.06  0.126
H -2.28 1.43 -2.52  0.075
H -2.17 -0.23 -2.10  0.077
H 0.35 1.25 -0.13  0.060
H 0.33 -0.22 -1.07  0.061
H -3.95 -0.10 2.06  0.015
H 2.16 -1.44 0.92  0.066
H 3.48 -0.19 2.10  0.099
H 4.68 -1.55 0.38  0.094
H 3.33 -1.11 -0.73  0.076
H 4.38 0.21 -0.18  0.069

The HOMO energy is -1.9 eV. As for the relative energy (zero: lowest compared OMol25 entry of this formula, charge and spin): 7.358 eV. As for the net charge: -1. The frontier orbital gap comes out at 4.74 eV.

=====

Record 4
The molecule C3H2N2O2 at a distorted geometry. Source: the Open Molecules 2025 dataset; level of theory: ωB97M-V/def2-TZVPD.

Last column: Löwdin charge in e.
Element x y z (Å)
N -1.45 -0.76 -0.28  0.230
C -0.73 0.11 0.24  -0.481
O 0.59 0.01 0.65  0.056
C 1.53 -0.41 -0.25  -0.291
O 1.31 -0.70 -1.39  0.111
C -1.59 2.46 0.80  0.099
N -1.21 1.37 0.55  0.039
H -0.94 -1.62 -0.46  0.084
H 2.50 -0.44 0.26  0.152

The HOMO energy is -11.7 eV. As for the relative energy (zero: lowest compared OMol25 entry of this formula, charge and spin): 1.585 eV. The frontier orbital gap comes out at 11.72 eV.

=====

Record 5
A cluster of 5 separate species, C26H40BrF4NO14P in total. Source: the Open Molecules 2025 dataset; level of theory: ωB97M-V/def2-TZVPD.

Last column: Mulliken spin population.
Element x y z (Å)
C 6.40 1.01 1.57  0.000
C 5.31 2.09 1.76  0.000
C 4.62 2.49 0.45  0.000
C 3.18 3.01 0.60  0.000
C 2.20 2.47 -0.46  0.013
C 1.26 1.27 -0.10  -0.052
P 2.40 0.06 0.75  0.001
O 1.31 -1.00 1.37  0.000
Br 3.22 -1.16 -0.99  0.000
C 0.22 1.76 0.94  0.048
C -1.22 1.19 0.95  -0.025
C -2.13 2.28 1.54  -0.006
C -1.44 -0.07 1.82  0.050
N -1.65 0.95 -0.47  0.408
O -2.29 1.91 -1.02  0.504
C -0.76 0.17 -1.39  0.007
C -1.39 0.22 -2.77  -0.017
C -0.60 -1.29 -1.00  0.053
C 0.58 0.91 -1.43  0.062
H 6.58 0.82 0.51  0.000
H 7.35 1.31 2.02  0.000
H 6.11 0.07 2.03  0.000
H 4.55 1.73 2.46  0.000
H 5.76 2.98 2.22  0.000
H 4.64 1.63 -0.24  0.000
H 5.22 3.26 -0.04  0.000
H 2.81 2.78 1.61  0.001
H 3.18 4.09 0.52  0.000
H 1.51 3.28 -0.75  -0.001
H 2.75 2.22 -1.37  -0.002
H 1.75 -1.79 1.71  0.000
H 0.61 1.65 1.96  0.000
H 0.13 2.83 0.77  0.002
H -1.97 2.32 2.62  -0.001
H -3.17 2.03 1.35  -0.003
H -1.94 3.26 1.11  0.006
H -0.63 -0.20 2.53  0.002
H -2.36 0.05 2.38  -0.009
H -1.53 -0.98 1.24  -0.016
H -2.44 -0.10 -2.72  -0.009
H -0.86 -0.46 -3.44  0.000
H -1.35 1.22 -3.19  0.010
H 0.06 -1.77 -1.73  -0.003
H -0.16 -1.44 -0.02  -0.010
H -1.57 -1.80 -1.05  -0.014
H 0.39 1.87 -1.94  0.008
H 1.27 0.35 -2.07  -0.007
C 3.12 -3.48 4.45  0.000
C 3.91 -3.40 3.16  0.000
O 4.67 -2.23 3.34  0.000
C 4.78 -1.97 4.68  0.000
O 5.50 -1.15 5.15  0.000
O 3.96 -2.79 5.37  0.000
F 3.10 -3.23 2.08  0.000
H 2.17 -2.94 4.34  0.000
H 2.94 -4.49 4.81  0.000
H 4.57 -4.24 2.96  0.000
C -1.19 -4.79 -5.39  0.000
C -0.62 -3.46 -4.90  0.000
O -0.72 -3.59 -3.50  0.000
C -0.75 -4.91 -3.18  0.000
O -0.64 -5.34 -2.08  0.000
O -0.92 -5.66 -4.30  0.000
F -1.37 -2.41 -5.31  0.000
H -2.27 -4.69 -5.53  0.000
H -0.72 -5.17 -6.29  0.000
H 0.42 -3.28 -5.18  0.000
C -3.57 3.51 -4.57  0.000
C -3.76 2.07 -5.01  -0.002
O -3.04 2.02 -6.23  0.000
C -2.12 3.02 -6.23  0.000
O -1.25 3.13 -7.03  0.000
O -2.33 3.86 -5.19  0.000
F -5.06 1.76 -5.25  0.000
H -4.37 4.13 -4.98  0.000
H -3.49 3.64 -3.49  0.002
H -3.35 1.33 -4.33  0.002
C -6.22 -0.02 4.57  0.000
C -5.63 -1.39 4.81  0.000
O -4.25 -1.17 4.62  0.000
C -3.98 0.15 4.81  0.000
O -2.90 0.62 4.88  0.000
O -5.14 0.85 4.91  0.000
F -6.06 -2.30 3.90  0.000
H -6.47 0.10 3.52  0.000
H -7.08 0.21 5.19  0.000
H -5.78 -1.80 5.81  0.000

The HOMO energy (spin up / spin down) is -7.9 / -8.8 eV. As for the relative energy (zero: lowest compared OMol25 entry of this formula, charge and spin): 0.000 eV. As for the spin multiplicity: 2. The frontier orbital gap (spin up / spin down) comes out at 8.34 / 9.23 eV.

=====

Record 6
The molecule C10H9NO3 at a distorted geometry. Source: the Open Molecules 2025 dataset; level of theory: ωB97M-V/def2-TZVPD.

Last column: Löwdin charge in e.
Element x y z (Å)
O -2.70 -1.54 -0.15  -0.018
C -1.56 -0.75 -0.62  -0.169
C -2.07 0.61 -0.99  -0.040
C -1.75 1.55 -0.13  0.011
C -0.68 1.17 0.87  -0.201
O 0.52 1.66 0.39  0.054
C 1.49 0.82 0.21  -0.256
C 2.75 1.04 -0.25  0.020
C 3.47 -0.07 -0.38  -0.146
N 2.99 -1.32 -0.29  0.040
C 1.75 -1.59 0.01  -0.067
C 0.96 -0.46 0.35  -0.017
C -0.56 -0.38 0.68  -0.317
O -1.12 -1.11 1.67  0.032
H -3.41 -1.03 -0.37  0.041
H -1.27 -1.25 -1.61  0.168
H -2.78 0.83 -1.75  0.107
H -2.08 2.60 -0.17  0.122
H -0.92 1.40 1.96  0.188
H 3.08 2.07 -0.26  0.130
H 4.40 -0.14 -0.82  0.089
H 1.43 -2.63 0.24  0.133
H -1.98 -1.50 1.41  0.095

The HOMO energy is -8.9 eV. As for the SMILES: O[C@H]1C=C[C@@H]2Oc3ccncc3[C@@]21O. As for the relative energy (zero: lowest compared OMol25 entry of this formula, charge and spin): 2.599 eV. The frontier orbital gap comes out at 9.55 eV.